[1]
Density functional theory data (ωB97M-V with the def2-TZVPD basis set) for a molecular structure, C39H53BCrF2IN14PS.

Last column: Mulliken spin population.
Positions of all 113 atoms, in Å:
F -1.422 2.837 0.160  0.000
H -1.797 -3.282 0.506  0.001
H -5.665 -2.037 -0.937  0.000
Cr -1.558 -0.013 1.186  1.123
C 3.341 0.448 -2.127  -0.001
H -0.541 -4.311 -1.863  0.000
H 3.435 2.935 -0.250  0.000
H -3.351 1.304 5.693  0.001
C -0.523 3.805 3.831  0.011
C 2.025 2.553 -1.826  -0.003
N -0.515 1.060 -2.564  0.006
H -2.681 5.295 4.406  0.000
H 1.916 -3.938 -2.062  0.000
C -1.074 1.185 -4.978  0.000
C -1.925 1.200 -2.196  0.041
H 1.299 3.998 2.755  -0.002
H 2.901 -3.661 0.803  0.000
H 1.401 7.713 5.504  0.000
C 4.184 1.409 -2.956  0.000
H 1.670 -3.022 -4.921  0.000
C 2.669 1.576 2.100  0.004
C 3.210 -0.527 1.435  0.000
C 4.563 2.598 -2.069  0.000
H 0.141 -1.400 -4.149  0.001
I -4.356 -5.221 -0.614  0.000
C -3.442 -1.384 3.105  -0.030
H 3.878 0.251 -1.197  0.001
N 3.581 0.669 1.993  -0.007
C -0.409 -6.526 1.624  0.000
H -1.088 -6.726 0.792  0.000
C -0.187 1.694 -3.842  0.000
C -4.657 -2.121 -0.569  0.014
H -2.078 0.706 -1.237  -0.054
H 0.861 1.509 -4.076  0.000
C 3.429 -5.589 0.120  0.000
H 3.962 -1.305 1.440  0.000
N -2.664 -0.321 2.808  -0.032
C 3.332 3.144 -1.310  -0.001
C -3.382 0.525 4.940  0.015
H 0.060 -2.421 -0.649  -0.009
H 1.741 -1.570 0.274  0.002
H -0.786 -3.439 -3.371  0.000
H 2.955 2.521 2.552  0.000
N 1.009 0.242 0.955  -0.060
C 1.817 -2.749 -3.875  0.000
H -0.340 2.775 -3.738  0.000
H -2.163 2.261 -2.075  0.000
C 0.281 2.140 2.273  -0.013
H 1.500 -6.782 0.773  0.000
C -2.550 1.315 -4.605  0.000
H 3.266 4.227 -1.420  0.000
H 5.303 2.257 -1.343  0.000
H 4.287 -5.107 -0.340  0.000
C -1.753 7.084 5.152  -0.001
N 0.877 -1.261 -2.178  0.001
C -2.620 0.645 3.769  -0.008
H 5.081 0.898 -3.306  0.000
C -1.530 2.859 4.225  -0.023
H -2.601 -0.468 -3.387  0.000
H -1.150 -1.765 -1.759  -0.001
N 0.886 -6.076 1.145  0.000
F -3.278 2.233 1.350  0.008
B -1.954 1.976 1.070  -0.081
C -2.816 0.601 -3.279  0.001
C -0.531 5.157 4.417  -0.001
H 3.191 -0.505 -2.629  0.000
C -0.150 -2.212 -1.697  0.036
H 2.952 -6.212 -0.639  0.000
H -0.838 -5.750 2.249  0.000
N 2.515 -4.563 0.587  0.000
H -0.845 0.138 -5.191  0.000
P 0.610 0.303 -1.621  0.021
H -4.178 -0.081 -0.279  -0.010
H 1.698 -0.593 -3.998  0.000
N -4.147 -0.510 5.198  -0.025
H -2.806 2.373 -4.493  0.000
H -3.864 0.716 -2.990  0.000
H 3.627 1.740 -3.837  0.000
H 3.789 -6.229 0.932  0.000
H -2.684 7.610 5.330  0.000
H 1.604 5.402 4.611  0.000
N -2.682 -1.403 0.199  0.016
H 5.030 3.378 -2.670  0.000
H -0.285 -7.435 2.211  0.000
H -2.086 3.032 5.135  0.000
C 0.629 5.857 4.733  0.001
H 1.183 2.881 -1.210  -0.001
C -3.879 -3.225 -0.318  -0.004
C -4.162 -1.476 4.271  0.010
C -1.720 1.734 3.501  -0.006
C 1.281 -3.853 -2.946  0.000
H 1.292 -4.814 -3.462  0.000
C 1.100 -1.422 -3.619  0.000
N -0.644 7.754 5.445  0.001
C 2.004 -0.703 0.852  -0.004
C -1.751 5.794 4.647  0.000
H -4.781 -2.338 4.483  0.000
S 0.418 -3.522 1.776  0.002
N -1.039 1.589 2.247  0.057
C 0.517 7.142 5.242  0.000
C 1.310 -4.804 1.150  0.000
H 1.856 2.933 -2.838  0.000
H 2.890 -2.628 -3.718  0.000
N -3.902 -1.050 -0.253  0.005
C 0.429 3.383 2.947  -0.011
C -2.659 -2.731 0.162  0.013
H -3.478 -2.188 2.387  0.003
H -3.177 0.898 -5.395  0.000
N 2.038 1.075 -1.848  -0.003
N 0.019 0.305 -0.084  -0.011
C -0.136 -3.518 -2.495  0.001
C 1.297 1.389 1.735  0.006
H -0.857 1.759 -5.880  0.000

Output
LUMO (alpha / beta) (eV): -2.90 / -2.88
Net charge: +1
<S²>: 0.81
Orbital gap (alpha / beta) (eV): 6.1 / 6.0
HOMO (alpha / beta) (eV): -8.97 / -8.88
Spin multiplicity: 2

***

[2]
Density functional theory data (ωB97M-V with the def2-TZVPD basis set) for 2 unconnected molecules or ions with the total composition C3H9NO2.

Last column: natural (NBO) charge in e.
Positions of all 15 atoms, in Å:
C -0.628 -1.207 -0.028  0.676
C 0.174 2.166 -0.003  -0.240
H 1.477 -2.008 -0.018  0.232
H -0.507 2.332 -1.940  0.483
O 0.145 2.656 -1.322  -0.749
C 0.855 -1.141 -0.134  -0.748
O -1.443 -0.632 -0.712  -0.601
H -0.277 -2.485 1.578  0.387
H -1.893 -2.429 1.079  0.399
H -0.315 1.192 0.010  0.181
N -0.974 -2.032 1.019  -0.833
H 1.202 -0.834 -1.184  0.248
H 1.178 -0.434 0.666  0.243
H -0.215 2.805 0.779  0.160
H 1.220 2.049 0.208  0.162

Output
Relative energy (zero: lowest compared OMol25 entry of this formula, charge and spin) (kJ/mol): 135.7
LUMO (eV): 0.75
Orbital gap (eV): 10.7
SMILES: CC(N)=O.CO
HOMO (eV): -9.98

***

[3]
Density functional theory data (ωB97M-V with the def2-TZVPD basis set) for 13 unconnected molecules or ions with the total composition C5H36NO13S.

Last column: natural (NBO) charge in e.
Positions of all 56 atoms, in Å:
H -1.532 -3.849 0.954  0.512
H -1.213 3.155 2.847  0.474
O 2.567 1.241 0.377  -1.008
H 2.337 -1.902 0.968  0.479
H 1.224 -4.340 -1.798  0.471
H 0.306 3.034 -2.962  0.485
O 1.510 -4.214 -0.900  -0.985
H -0.716 -0.741 -2.381  0.214
O -1.753 3.298 2.079  -0.737
O 3.303 -1.842 0.943  -0.968
H 3.330 1.168 -0.328  0.468
H -0.298 -0.896 -0.047  0.504
C -1.282 0.881 1.211  -0.131
H -0.699 4.237 -1.637  0.497
H 3.402 -2.155 0.028  0.485
O -2.064 -4.349 0.257  -0.981
S -0.133 0.134 3.645  -0.692
H -0.022 -1.710 1.165  0.516
N -1.062 0.676 -0.266  -0.676
H 3.093 1.090 1.206  0.504
H 1.083 1.645 -2.638  0.467
H -0.682 -3.127 3.016  0.478
H 2.216 -0.205 -1.340  0.472
H -1.406 -4.930 -0.123  0.464
H -1.197 -1.749 2.871  0.506
H 3.835 1.845 3.116  0.482
O 0.410 3.575 -0.253  -1.003
H -1.658 0.238 -3.240  0.213
H -3.011 -0.292 -0.575  0.202
H -2.678 2.382 0.541  0.165
H -0.578 1.492 -0.718  0.383
H 3.647 0.339 2.883  0.502
C -2.183 0.369 -1.099  -0.238
H -2.542 -1.136 -2.648  0.229
H 0.349 1.929 2.354  0.199
O 0.189 -1.747 0.202  -1.082
H 0.831 -3.498 -0.603  0.501
H -3.219 1.809 2.046  0.164
O 2.386 -1.039 -1.782  -0.971
H 1.594 -1.612 -1.423  0.492
H 0.961 2.885 0.163  0.538
C -2.227 2.064 1.496  -0.072
H -1.722 0.037 1.752  0.237
H 0.790 0.328 1.562  0.237
O -1.120 -2.613 2.321  -1.030
C 0.065 0.957 2.029  -0.560
H -0.718 -2.318 -1.596  0.486
H -1.386 3.321 -2.639  0.475
H -1.629 -3.586 -1.581  0.492
O 4.088 1.112 2.537  -0.939
H -2.756 1.264 -1.392  0.165
O 0.863 2.303 -3.314  -0.992
O -0.872 4.168 -2.606  -0.941
C -1.833 -0.397 -2.327  -0.641
H 0.707 4.419 -0.376  0.479
O -0.894 -3.144 -1.976  -0.990

Output
Relative energy (zero: lowest compared OMol25 entry of this formula, charge and spin) (kJ/mol): 245.3
LUMO (eV): 2.44
Net charge: -1
Orbital gap (eV): 6.7
HOMO (eV): -4.23

***

[4]
Density functional theory data (ωB97M-V with the def2-TZVPD basis set) for 4 unconnected molecules or ions with the total composition C10H24O4.

Last column: natural (NBO) charge in e.
Positions of all 38 atoms, in Å:
H -9.436 -18.690 -12.318  0.194
C -9.436 -12.547 -13.760  -0.440
H -8.353 -10.682 -13.420  0.167
C -10.279 -19.097 -11.766  -0.077
C -9.425 -13.178 -15.158  -0.440
C -10.449 -18.696 -10.280  -0.439
H -13.312 -17.948 -11.810  0.198
H -11.798 -16.938 -10.267  0.219
H -12.695 -15.586 -14.957  0.170
C -12.604 -13.080 -10.770  -0.253
H -11.528 -13.283 -10.724  0.161
C -11.832 -18.026 -10.224  -0.431
H -12.453 -16.392 -12.686  0.483
O -13.121 -15.736 -12.916  -0.750
H -9.050 -11.307 -16.217  0.162
H -10.312 -11.941 -13.531  0.208
H -11.551 -14.815 -13.907  0.166
C -8.527 -12.225 -15.922  -0.073
H -12.307 -18.353 -9.300  0.216
O -7.536 -11.805 -14.968  -0.535
O -11.450 -18.567 -12.438  -0.545
H -12.882 -19.596 -11.335  0.161
H -13.740 -14.600 -11.184  0.489
C -8.139 -11.721 -13.680  -0.070
H -10.421 -19.569 -9.632  0.208
H -7.956 -12.584 -16.774  0.199
H -9.110 -14.221 -15.131  0.211
O -13.286 -14.280 -10.390  -0.740
H -12.856 -12.670 -11.746  0.166
H -9.675 -18.002 -9.951  0.215
C -12.621 -15.003 -14.035  -0.248
H -12.812 -12.331 -10.002  0.173
H -9.425 -13.326 -12.992  0.212
H -13.184 -14.077 -14.099  0.180
H -7.417 -12.138 -12.982  0.183
C -12.484 -18.581 -11.485  -0.086
H -10.429 -13.241 -15.588  0.214
H -10.319 -20.184 -11.877  0.169

Output
Relative energy (zero: lowest compared OMol25 entry of this formula, charge and spin) (kJ/mol): 0.0
LUMO (eV): 0.64
Orbital gap (eV): 10.3
SMILES: C1CCOC1.C1CCOC1.CO.CO
HOMO (eV): -9.63

***

[5]
Density functional theory data (ωB97M-V with the def2-TZVPD basis set) for 2 unconnected molecules or ions with the total composition C3H7NO2.

Last column: natural (NBO) charge in e.
Positions of all 13 atoms, in Å:
H -1.668 -0.108 -1.022  0.173
N -0.392 -0.732 0.546  -0.490
H 1.183 -1.923 0.259  0.159
C 0.155 -1.668 -0.072  0.053
C 1.306 0.580 -0.726  -0.054
C -1.615 -0.095 0.069  0.067
O -1.648 1.266 0.455  -0.716
H 1.183 0.346 -1.771  0.171
H 2.422 0.263 0.775  0.489
H -2.465 -0.651 0.483  0.168
O 2.383 0.044 -0.166  -0.668
H 0.761 1.380 -0.250  0.179
H -1.605 1.297 1.419  0.469

Output
Relative energy (zero: lowest compared OMol25 entry of this formula, charge and spin) (kJ/mol): 601.6
LUMO (alpha / beta) (eV): -0.33 / 0.72
Orbital gap (alpha / beta) (eV): 6.5 / 8.8
HOMO (alpha / beta) (eV): -6.84 / -8.04

***

[6]
Density functional theory data (ωB97M-V with the def2-TZVPD basis set) for a molecular structure, CH3BrO3P.

Last column: natural (NBO) charge in e.
Positions of all 9 atoms, in Å:
H 1.798 -0.388 0.834  0.227
O -0.824 0.838 1.458  -1.097
P -0.406 0.524 0.099  2.295
H 1.863 0.814 -0.292  0.226
O -1.578 -1.568 -0.135  -0.964
H 1.658 -0.808 -0.810  0.234
Br -3.086 -0.668 -0.061  0.183
C 1.328 -0.134 -0.099  -1.002
O -0.753 1.391 -0.994  -1.102

Output
Relative energy (zero: lowest compared OMol25 entry of this formula, charge and spin) (kJ/mol): 187.3
LUMO (eV): 3.86
Net charge: -1
Orbital gap (eV): 7.9
HOMO (eV): -4.08

***

no.,F_max (eV Å⁻¹)
1,1.58
2,3.21
3,4.56
4,1.21
5,1.34
6,3.24